Entry 1:
{
  "formula": "C18H23NO3S",
  "method": "wB97M-V/def2-TZVPD",
  "e_above_lowest_kj_mol": 163.9,
  "mol_weight_g_mol": 333.5,
  "e_tot_ha": -1378.3579,
  "orbital_gap_ev": 8.806,
  "lumo_energy_ev": 0.55,
  "symbols": ["C", "O", "C", "C", "C", "N", "C", "O", "C", "C", "C", "C", "C", "S", "C", "C", "C", "C", "C", "C", "C", "C", "O", "H", "H", "H", "H", "H", "H", "H", "H", "H", "H", "H", "H", "H", "H", "H", "H", "H", "H", "H", "H", "H", "H", "H"],
  "xyz": [[-6.038, -0.617, -0.080], [-4.812, -0.897, 0.547], [-3.944, -1.723, -0.187], [-3.296, -1.037, -1.396], [-2.423, 0.143, -0.973], [-1.237, -0.302, -0.286], [-0.792, 0.259, 0.861], [-1.342, 1.189, 1.422], [0.451, -0.345, 1.368], [1.211, -0.015, 2.458], [2.341, -0.858, 2.421], [2.193, -1.649, 1.315], [3.072, -2.693, 0.746], [3.499, -2.374, -1.011], [4.280, -0.723, -0.897], [3.295, 0.388, -0.713], [2.210, 0.518, -1.572], [1.296, 1.539, -1.400], [1.438, 2.461, -0.369], [0.417, 3.531, -0.151], [2.530, 2.333, 0.478], [3.446, 1.311, 0.312], [1.046, -1.349, 0.679], [-6.540, -1.540, -0.398], [-5.920, 0.040, -0.949], [-6.651, -0.111, 0.663], [-3.167, -2.015, 0.524], [-4.476, -2.628, -0.523], [-4.069, -0.681, -2.078], [-2.691, -1.773, -1.930], [-2.966, 0.785, -0.274], [-2.145, 0.733, -1.856], [-0.681, -1.024, -0.717], [0.981, 0.742, 3.178], [3.155, -0.879, 3.117], [3.995, -2.765, 1.321], [2.578, -3.666, 0.719], [4.808, -0.622, -1.847], [5.008, -0.757, -0.086], [2.083, -0.200, -2.371], [0.457, 1.624, -2.076], [-0.028, 3.845, -1.093], [-0.377, 3.142, 0.488], [0.856, 4.395, 0.342], [2.662, 3.039, 1.286], [4.286, 1.228, 0.988]],
  "atomic_forces_ev_per_a": [[-0.02, 0.01, -0.03], [0.07, 0.14, 0.14], [0.18, -0.18, -0.25], [-0.11, 0.14, 0.51], [-0.23, 0.12, -0.15], [-0.09, -0.30, -0.17], [0.07, -0.23, -0.32], [0.02, 0.08, 0.24], [0.45, 0.56, 1.15], [-0.71, -0.12, -0.60], [-0.08, -0.58, -0.48], [0.43, 0.12, 0.84], [0.00, 0.20, -0.70], [0.17, -0.09, 0.13], [-0.19, -0.55, 0.00], [-0.02, 0.22, 0.05], [0.10, 0.06, 0.02], [0.07, 0.06, -0.03], [0.12, 0.06, -0.01], [-0.12, -0.03, 0.10], [-0.05, 0.07, -0.10], [0.03, -0.02, -0.21], [-0.06, -0.24, -0.23], [-0.01, 0.03, 0.00], [-0.03, -0.01, 0.01], [-0.07, 0.00, -0.08], [-0.04, -0.08, -0.10], [0.06, 0.06, 0.08], [0.02, -0.04, -0.10], [-0.03, -0.05, -0.10], [0.04, 0.00, -0.17], [-0.07, 0.03, 0.12], [0.08, 0.06, 0.09], [-0.12, 0.22, 0.10], [0.22, -0.06, 0.10], [-0.13, -0.03, 0.11], [0.06, -0.03, 0.08], [0.09, -0.02, 0.08], [0.08, 0.11, -0.07], [-0.05, -0.06, -0.07], [-0.11, 0.03, -0.08], [-0.04, 0.08, -0.06], [-0.07, 0.08, 0.01], [0.00, 0.11, 0.00], [-0.01, 0.10, 0.10], [0.07, -0.04, 0.07]]
}


Entry 2:
{
  "formula": "C30H41BrClN3O4P2S",
  "method": "wB97M-V/def2-TZVPD",
  "e_above_lowest_kj_mol": 0.0,
  "mol_weight_g_mol": 717.0,
  "e_tot_ha": -5748.1769,
  "orbital_gap_ev": 8.596,
  "lumo_energy_ev": 0.33,
  "symbols": ["C", "P", "C", "C", "C", "Br", "C", "C", "C", "C", "O", "S", "C", "C", "Cl", "C", "P", "O", "O", "O", "C", "C", "N", "C", "N", "C", "C", "C", "C", "C", "C", "C", "C", "C", "C", "C", "C", "N", "C", "C", "C", "C", "H", "H", "H", "H", "H", "H", "H", "H", "H", "H", "H", "H", "H", "H", "H", "H", "H", "H", "H", "H", "H", "H", "H", "H", "H", "H", "H", "H", "H", "H", "H", "H", "H", "H", "H", "H", "H", "H", "H", "H", "H"],
  "xyz": [[4.818, -5.845, 2.442], [5.574, -4.698, 1.212], [6.776, -3.712, 2.213], [4.144, -3.620, 0.752], [3.469, -2.701, 1.556], [3.951, -2.417, 3.374], [2.393, -1.965, 1.101], [1.964, -2.127, -0.208], [2.609, -3.043, -1.026], [3.692, -3.786, -0.568], [4.263, -4.668, -1.429], [1.992, -3.266, -2.678], [0.264, -3.117, -2.309], [-0.692, -3.921, -2.925], [-0.182, -5.072, -4.099], [-2.028, -3.773, -2.554], [-3.313, -4.835, -3.262], [-3.220, -6.146, -2.612], [-3.151, -4.936, -4.836], [-4.749, -4.161, -3.020], [-2.384, -2.829, -1.599], [-1.435, -2.031, -0.973], [-1.806, -1.102, -0.006], [-0.101, -2.179, -1.345], [0.865, -1.352, -0.686], [1.311, -0.223, -1.531], [0.494, 1.047, -1.291], [1.256, 2.310, -1.660], [2.449, 2.620, -0.741], [2.110, 2.668, 0.765], [2.619, 3.952, 1.470], [1.547, 4.858, 2.103], [0.406, 5.322, 1.158], [-1.006, 4.945, 1.637], [-1.838, 4.243, 0.567], [-3.187, 3.765, 1.084], [-3.955, 3.122, -0.071], [-5.226, 2.550, 0.350], [-5.485, 1.696, 1.375], [-6.827, 1.410, 1.366], [-7.398, 2.112, 0.291], [-6.388, 2.818, -0.311], [5.032, -5.535, 3.460], [5.156, -6.862, 2.280], [3.736, -5.841, 2.346], [7.731, -4.214, 2.127], [6.819, -2.704, 1.814], [6.468, -3.684, 3.250], [1.857, -1.262, 1.718], [5.221, -4.589, -1.351], [-3.940, -4.649, -5.311], [-4.784, -3.923, -2.086], [-3.410, -2.705, -1.289], [-0.996, -0.811, 0.529], [-2.491, -1.466, 0.644], [1.260, -0.455, -2.594], [2.353, 0.011, -1.331], [0.144, 1.076, -0.266], [-0.409, 1.007, -1.904], [1.618, 2.214, -2.685], [0.598, 3.177, -1.649], [3.203, 1.857, -0.928], [2.892, 3.560, -1.057], [1.039, 2.590, 0.927], [2.583, 1.801, 1.218], [3.254, 4.521, 0.798], [3.263, 3.626, 2.287], [1.146, 4.338, 2.968], [2.066, 5.747, 2.454], [0.574, 4.921, 0.163], [0.474, 6.403, 1.081], [-0.967, 4.282, 2.498], [-1.566, 5.823, 1.953], [-1.278, 3.374, 0.238], [-1.985, 4.899, -0.292], [-3.025, 3.031, 1.869], [-3.789, 4.599, 1.436], [-3.312, 2.374, -0.526], [-4.182, 3.884, -0.807], [-4.731, 1.331, 2.044], [-7.344, 0.772, 2.058], [-8.430, 2.109, 0.004], [-6.442, 3.461, -1.166]],
  "atomic_forces_ev_per_a": [[-0.20, 0.23, 0.11], [0.23, -0.23, -0.44], [-0.83, -0.27, -0.08], [0.47, 0.00, 0.40], [-0.07, 0.02, -0.04], [-0.05, -0.05, -0.05], [-0.19, 0.09, -0.26], [0.38, -0.34, 0.42], [-0.58, 0.07, -0.57], [-0.07, 0.33, 0.32], [-0.17, 0.34, -0.35], [0.06, -0.39, 0.02], [0.39, 0.23, 0.22], [0.04, 0.30, 0.29], [-0.05, -0.10, -0.07], [-0.36, 0.35, -0.79], [0.48, -1.97, 1.05], [0.09, 0.09, 0.02], [-0.50, 0.76, -0.06], [0.56, 0.65, -0.45], [0.15, -0.08, -0.01], [-0.03, -0.32, 0.02], [0.06, 0.03, 0.50], [-0.29, 0.09, -0.01], [0.38, -0.18, -0.44], [-0.22, 0.86, 0.00], [-0.34, -0.09, -0.40], [0.34, 0.16, 0.24], [-0.42, -0.34, -0.13], [0.46, 0.65, -0.36], [-0.15, -0.46, 0.41], [0.22, 0.00, -0.71], [0.17, -0.18, 0.68], [-0.29, -0.03, -0.42], [0.00, 0.09, 0.49], [-0.02, 0.01, -0.89], [0.10, -0.12, 0.88], [0.25, 0.55, -0.66], [-0.14, -0.28, 0.20], [0.12, -0.17, 0.18], [-0.09, 0.20, -0.14], [-0.51, -0.37, 0.12], [0.14, -0.01, 0.15], [0.18, -0.11, 0.00], [-0.14, 0.00, -0.16], [0.25, 0.05, -0.08], [0.22, 0.15, -0.02], [0.11, 0.15, 0.22], [0.06, 0.05, 0.23], [0.16, -0.41, 0.26], [0.03, 0.05, -0.14], [-0.47, -0.05, 0.06], [-0.16, 0.07, -0.07], [0.10, 0.12, -0.14], [-0.22, 0.05, -0.18], [0.02, -0.27, -0.11], [0.17, -0.30, 0.29], [0.08, 0.03, 0.31], [-0.15, -0.06, 0.02], [0.03, 0.05, -0.13], [-0.30, 0.02, -0.01], [0.25, 0.01, 0.12], [0.04, 0.16, -0.06], [-0.26, -0.11, -0.02], [-0.17, -0.14, 0.29], [0.03, 0.16, -0.19], [0.19, 0.17, 0.06], [-0.19, 0.01, 0.18], [0.04, 0.00, 0.32], [0.01, -0.10, -0.25], [-0.03, 0.17, -0.22], [0.15, -0.07, 0.20], [0.06, 0.19, 0.18], [0.17, -0.26, -0.33], [0.07, 0.06, -0.14], [-0.13, 0.05, 0.27], [0.02, 0.07, 0.42], [-0.04, -0.30, -0.23], [-0.02, 0.05, -0.23], [0.27, 0.07, 0.03], [-0.01, -0.12, 0.12], [-0.19, 0.05, -0.09], [0.23, 0.18, -0.15]]
}


Entry 3:
{
  "formula": "C2H7N3O",
  "method": "wB97M-V/def2-TZVPD",
  "e_above_lowest_kj_mol": 644.1,
  "mol_weight_g_mol": 89.1,
  "e_tot_ha": -319.7044,
  "orbital_gap_ev": 9.325,
  "lumo_energy_ev": 0.50,
  "symbols": ["C", "C", "N", "O", "N", "N", "H", "H", "H", "H", "H", "H", "H"],
  "xyz": [[-2.136, -0.151, 0.060], [-0.712, -0.043, 0.083], [-0.259, 1.210, 0.143], [1.139, 1.414, -0.202], [0.290, -1.199, -0.535], [1.485, -0.780, 0.371], [-2.662, 0.873, 0.014], [-2.604, -0.738, -0.730], [-2.442, -0.786, 0.970], [1.650, 0.497, -0.463], [-0.152, -2.021, -0.215], [1.336, -1.030, 1.408], [2.244, -1.575, -0.086]],
  "atomic_forces_ev_per_a": [[-3.57, -0.90, 1.79], [4.59, 2.45, -3.40], [2.05, -3.29, -0.70], [-1.19, -0.12, -0.86], [-1.07, 5.48, 3.28], [2.14, -7.46, -1.70], [1.03, -1.64, 0.53], [0.62, 0.02, -0.51], [-0.08, 1.25, -0.87], [-2.21, 2.68, 1.46], [-0.15, -1.55, 0.74], [0.12, 0.32, -2.05], [-2.28, 2.77, 2.29]]
}


Entry 4:
{
  "formula": "C22H42F3KN3O9P",
  "method": "wB97M-V/def2-TZVPD",
  "e_above_lowest_kj_mol": 324.8,
  "mol_weight_g_mol": 619.7,
  "e_tot_ha": -2945.8261,
  "orbital_gap_ev": 7.073,
  "lumo_energy_ev": 0.06,
  "symbols": ["K", "C", "O", "O", "C", "F", "F", "F", "C", "C", "H", "H", "H", "H", "H", "H", "O", "P", "N", "C", "C", "N", "C", "C", "N", "C", "C", "H", "H", "H", "H", "H", "H", "H", "H", "H", "H", "H", "H", "H", "H", "H", "H", "H", "H", "O", "C", "O", "C", "C", "C", "H", "H", "H", "H", "H", "H", "O", "C", "O", "C", "C", "C", "H", "H", "H", "H", "H", "H", "O", "C", "O", "C", "C", "C", "H", "H", "H", "H", "H", "H"],
  "xyz": [[17.927, -3.912, 5.482], [21.286, -4.597, 5.794], [20.695, -3.275, 6.319], [20.495, -5.004, 4.667], [22.904, -4.607, 5.710], [23.430, -4.153, 6.838], [23.447, -5.803, 5.595], [23.313, -3.828, 4.714], [20.733, -2.997, 7.726], [20.058, -1.630, 7.968], [20.722, -0.784, 7.793], [19.103, -1.552, 7.449], [19.808, -1.679, 9.027], [21.702, -3.090, 8.217], [20.138, -3.759, 8.229], [21.056, -5.239, 6.644], [16.414, -3.353, 7.814], [15.725, -3.425, 9.108], [16.515, -4.393, 10.381], [15.838, -4.831, 11.597], [17.995, -4.626, 10.307], [14.164, -4.116, 9.081], [12.964, -3.308, 8.654], [14.070, -5.562, 8.806], [15.521, -1.936, 9.874], [14.849, -1.851, 11.141], [16.428, -0.872, 9.647], [14.769, -4.620, 11.594], [16.161, -4.315, 12.501], [16.118, -5.871, 11.768], [18.333, -5.124, 11.215], [18.423, -3.624, 10.259], [18.245, -5.209, 9.421], [12.015, -3.840, 8.577], [12.645, -2.488, 9.297], [13.277, -2.836, 7.722], [14.475, -6.308, 9.490], [13.045, -5.838, 8.558], [14.543, -5.633, 7.827], [14.556, -0.814, 11.303], [13.917, -2.405, 11.251], [15.464, -2.059, 12.017], [16.407, -0.606, 8.590], [17.438, -1.091, 9.994], [16.135, 0.023, 10.196], [16.459, -6.151, 6.184], [15.433, -6.462, 5.603], [14.517, -5.629, 5.243], [13.319, -6.254, 4.739], [13.691, -7.760, 4.608], [14.801, -7.859, 5.558], [13.162, -5.874, 3.730], [12.531, -6.033, 5.459], [14.025, -8.093, 3.626], [12.786, -8.320, 4.849], [15.553, -8.567, 5.209], [14.494, -8.180, 6.554], [19.559, -4.447, -0.343], [19.868, -3.840, 0.674], [21.119, -3.474, 0.832], [21.256, -2.881, 2.099], [19.838, -2.485, 2.477], [18.925, -3.433, 1.746], [21.872, -1.986, 2.009], [21.691, -3.559, 2.834], [19.720, -1.435, 2.209], [19.617, -2.567, 3.542], [17.979, -3.004, 1.415], [18.755, -4.361, 2.292], [17.303, -1.314, 4.849], [17.506, -0.167, 4.392], [17.034, 0.294, 3.242], [17.517, 1.545, 2.838], [18.069, 2.178, 4.134], [18.372, 0.905, 4.992], [16.694, 2.100, 2.388], [18.313, 1.469, 2.097], [17.318, 2.773, 4.654], [18.916, 2.820, 3.892], [18.305, 1.005, 6.075], [19.395, 0.565, 4.830]],
  "atomic_forces_ev_per_a": [[0.47, -0.07, 0.17], [-3.05, -1.21, -1.62], [1.51, -0.14, -0.51], [2.85, 1.74, 2.94], [-2.73, 0.76, -0.31], [0.31, 1.11, 1.22], [-0.21, -1.08, -0.85], [0.56, 0.25, -0.57], [-0.78, -0.13, -0.85], [0.44, -1.11, 0.65], [-0.15, -0.04, -0.20], [0.16, 0.05, -0.29], [-0.02, 0.49, 0.25], [0.36, 0.40, -0.43], [-0.37, -0.25, 0.15], [0.33, -0.54, 0.38], [0.65, 0.15, 0.03], [-0.77, -1.43, 3.38], [-0.57, 0.48, -2.02], [0.49, 0.25, -0.05], [-1.57, 0.83, -0.13], [-0.69, 0.59, 1.65], [1.27, 0.44, -0.22], [-0.04, 0.57, -1.92], [-1.50, -1.16, -0.60], [-0.55, 0.61, 0.97], [0.77, 0.93, -0.66], [0.00, -0.56, -0.48], [0.48, 0.38, 0.06], [-0.61, -0.31, 0.01], [-0.07, -0.01, -0.10], [0.69, -0.23, -0.07], [0.15, 0.03, 0.08], [0.55, -0.78, -0.37], [0.79, 0.07, 0.58], [-0.73, -0.01, -0.37], [0.20, 0.62, 0.36], [-0.22, 0.20, 0.55], [0.44, -0.87, 0.05], [-0.11, 0.18, -0.20], [0.22, -0.38, -0.43], [0.37, -0.41, 0.00], [0.46, -0.03, -0.04], [0.32, -0.06, -0.20], [-0.30, -0.06, 0.03], [-0.71, -0.12, -1.43], [0.83, -2.01, 3.04], [-1.02, 2.32, -1.16], [0.93, -0.68, -1.12], [-1.76, 0.63, -0.23], [2.08, -1.08, 0.26], [-0.47, 0.48, 0.38], [-0.08, -0.10, -0.29], [-0.24, 0.56, -0.21], [0.23, -0.32, 0.11], [0.06, -0.09, 0.28], [0.18, 0.35, 0.20], [0.03, 0.47, 1.05], [-1.61, -1.91, -4.23], [0.65, -0.02, 0.22], [0.17, 0.77, 1.43], [-0.43, 0.77, 1.82], [0.86, 0.19, 0.16], [0.20, -0.16, -0.07], [-0.04, -0.20, -0.20], [-0.49, 0.02, -0.28], [0.63, 0.19, 0.16], [0.24, -0.21, -0.30], [-0.14, 0.08, 0.38], [0.23, 3.22, -1.64], [0.15, -2.20, 1.71], [-1.12, -2.04, -0.78], [0.40, 1.39, 0.77], [-0.16, -0.60, 0.29], [0.75, 0.74, -0.28], [0.01, -0.08, 0.09], [-0.02, -0.45, -0.05], [-0.06, 0.05, -0.17], [0.08, -0.17, 0.34], [-0.41, 0.02, -0.16], [0.20, -0.07, -0.13]]
}


Question: Which formula does entry 3 have?
Answer: C2H7N3O